Record 1
{
  "formula": "C13H22N5O2",
  "method": "ωB97M-V/def2-TZVPD",
  "smiles": "C#CCCC[N@@H+]1[C@@H](N)[C@](N)(NCC)[C@H](ON=O)[C@@H]1C#C",
  "total_charge": 1,
  "e_tot_ha": -931.96307,
  "elements": ["C", "C", "C", "C", "C", "N", "C", "N", "C", "N", "N", "C", "C", "C", "O", "N", "O", "C", "C", "C", "H", "H", "H", "H", "H", "H", "H", "H", "H", "H", "H", "H", "H", "H", "H", "H", "H", "H", "H", "H", "H", "H"],
  "positions_angstrom": [[-0.82, -3.73, -1.82], [-1.39, -3.75, -0.51], [-1.78, -3.62, 1.10], [-2.37, -2.12, 1.49], [-1.11, -1.11, 1.95], [-0.73, -0.19, 0.81], [0.74, -0.21, 0.33], [1.03, -1.62, -0.15], [0.79, 1.04, -0.75], [-0.13, 1.03, -1.96], [2.10, 1.75, -1.00], [3.05, 0.97, -1.89], [2.73, 1.05, -3.49], [0.02, 2.16, 0.22], [0.66, 2.45, 1.54], [0.53, 3.77, 1.82], [0.77, 3.85, 3.03], [-1.26, 1.22, 0.73], [-2.15, 1.87, 1.94], [-2.89, 2.38, 3.04], [-0.42, -3.38, -2.89], [-2.56, -4.49, 1.36], [-0.80, -3.91, 1.71], [-3.12, -2.28, 2.41], [-3.02, -1.66, 0.63], [-1.33, -0.58, 2.97], [-0.21, -1.85, 2.16], [-1.21, -0.65, -0.02], [1.41, -0.05, 1.28], [1.36, -2.20, 0.67], [1.82, -1.67, -0.83], [-0.75, 0.19, -1.98], [-0.66, 1.92, -2.03], [2.62, 1.89, -0.09], [4.12, 1.47, -1.74], [3.19, -0.15, -1.60], [2.36, 2.11, -3.86], [3.61, 0.65, -4.18], [1.82, 0.31, -3.69], [-0.22, 3.20, -0.28], [-2.05, 1.16, -0.15], [-3.78, 2.79, 3.72]],
  "lowdin_charge": [0.0337, -0.1063, -0.1987, -0.1451, -0.0988, -0.0728, -0.1865, 0.0643, -0.3468, 0.1011, -0.0166, -0.2628, -0.1321, -0.1234, -0.1343, -0.0005, 0.0337, -0.1780, -0.0186, 0.1273, 0.0642, 0.1284, 0.1170, 0.1370, 0.1303, 0.1481, 0.1355, 0.1542, 0.1888, 0.1071, 0.0875, 0.0972, 0.1066, 0.1294, 0.1372, 0.1012, 0.0917, 0.0901, 0.0644, 0.1862, 0.1679, 0.0912]
}


Record 2
{
  "formula": "C2H23NiO12",
  "method": "ωB97M-V/def2-TZVPD",
  "spin_multiplicity": 3,
  "s2": 2.01,
  "total_charge": 1,
  "e_tot_ha": -2500.82006,
  "elements": ["Ni", "C", "C", "O", "O", "H", "H", "H", "O", "H", "H", "O", "H", "H", "O", "H", "H", "O", "H", "H", "O", "H", "H", "O", "H", "H", "O", "H", "H", "O", "H", "H", "O", "H", "H", "O", "H", "H"],
  "positions_angstrom": [[1.82, -1.02, 2.77], [-0.56, -0.59, -0.86], [0.81, -0.28, -0.36], [1.14, -0.65, 0.78], [1.65, 0.16, -1.20], [-1.23, 0.27, -0.80], [-1.14, -1.26, -0.21], [-0.73, -1.11, -1.80], [-2.10, 0.69, 2.04], [-2.80, 1.29, 2.30], [-2.54, -0.15, 1.91], [0.90, 2.90, -2.27], [1.64, 2.92, -2.88], [1.03, 2.09, -1.77], [3.50, -2.51, -1.48], [2.80, -1.95, -1.15], [4.06, -2.66, -0.71], [-0.09, -0.47, 3.43], [-0.60, -1.15, 3.87], [-0.75, 0.10, 3.03], [1.13, -3.00, 2.40], [0.72, -3.32, 1.59], [0.88, -3.65, 3.06], [-3.24, 2.61, -0.74], [-3.35, 1.72, -0.41], [-4.00, 3.09, -0.40], [4.47, 0.85, -1.13], [4.89, 0.59, -0.30], [3.65, 0.36, -1.15], [-3.96, -0.24, -0.15], [-4.48, 0.15, -0.86], [-4.46, -1.02, 0.11], [1.11, -0.62, -4.08], [1.17, -1.56, -4.24], [1.05, -0.54, -3.13], [-0.84, 2.94, 1.33], [-0.29, 2.96, 2.12], [-1.23, 2.07, 1.34]],
  "lowdin_charge": [1.1087, 0.0199, -0.6298, -0.0552, 0.0091, 0.0850, 0.0653, 0.0995, -0.0361, 0.0960, 0.0660, -0.0458, 0.0369, -0.0188, -0.0282, -0.0145, 0.0294, -0.0166, 0.0888, 0.0258, -0.0026, 0.1007, 0.0972, -0.0268, -0.0334, 0.0450, -0.0443, 0.0167, -0.0285, -0.0419, 0.0584, 0.0556, -0.0393, 0.0324, -0.0265, -0.0357, 0.0286, -0.0411]
}


Record 3
{
  "formula": "C4H11NO",
  "method": "ωB97M-V/def2-TZVPD",
  "smiles": "CCCNCO",
  "total_charge": 0,
  "e_above_lowest_kcal_mol": 56.0,
  "elements": ["C", "C", "C", "N", "C", "O", "H", "H", "H", "H", "H", "H", "H", "H", "H", "H", "H"],
  "positions_angstrom": [[2.10, -1.19, 0.12], [1.64, -0.15, 1.18], [0.14, 0.02, 1.26], [-0.34, 0.49, -0.07], [-1.63, 0.33, -0.53], [-1.93, 0.63, -1.98], [1.67, -2.17, 0.31], [1.84, -0.83, -0.84], [3.17, -1.23, 0.20], [1.84, -0.57, 2.07], [2.15, 0.83, 1.12], [-0.04, 0.78, 2.04], [-0.28, -0.94, 1.74], [-0.37, 1.50, 0.05], [-2.28, 0.86, 0.16], [-2.07, -0.77, -0.41], [-1.29, -0.01, -2.29]],
  "lowdin_charge": [-0.0865, -0.2623, -0.2310, -0.0637, -0.3246, -0.0752, 0.0740, 0.0416, 0.0594, 0.0486, 0.1241, 0.1102, 0.1482, 0.1218, 0.1056, 0.1507, 0.0590]
}


Record 4
{
  "formula": "C4H9FN2",
  "method": "ωB97M-V/def2-TZVPD",
  "smiles": "NC[C@H]1NC[C@H]1F",
  "total_charge": 0,
  "e_above_lowest_kcal_mol": 34.2,
  "elements": ["N", "C", "C", "N", "C", "C", "F", "H", "H", "H", "H", "H", "H", "H", "H", "H"],
  "positions_angstrom": [[-0.60, -0.60, 2.24], [-0.88, -0.09, 0.94], [0.39, 0.39, 0.24], [1.17, -0.64, -0.41], [0.57, -0.27, -1.75], [0.07, 1.05, -1.12], [-1.26, 1.26, -1.31], [-0.11, 0.13, 2.81], [0.01, -1.42, 2.22], [-1.29, -0.83, 0.32], [-1.63, 0.69, 0.96], [0.95, 1.01, 0.94], [0.82, -1.59, -0.19], [1.35, -0.19, -2.53], [-0.21, -0.91, -2.06], [0.64, 1.99, -1.29]],
  "lowdin_charge": [-0.0035, -0.2699, -0.3213, 0.0006, -0.1078, -0.2771, 0.0007, 0.0934, 0.0657, 0.1042, 0.1154, 0.1319, 0.1013, 0.1106, 0.0995, 0.1565]
}